Record 1
53
Properties=species:S:1:pos:R:3:forces:R:3:nbo_charge:R:1 method="wB97M-V/def2-TZVPD" largest_force_ev_per_a=10.56 e_tot_ev=-60913.559 gap_ev=4.1
Ca -0.268 0.302 -0.997 -0.100 -0.793 -1.038 1.773
O 2.444 2.943 -2.460 -1.563 -2.195 0.532 -0.727
O 2.590 -0.227 1.895 -0.691 0.553 -0.272 -0.731
O -2.571 0.236 2.567 0.463 -0.013 -3.408 -0.713
O 4.541 -2.665 -2.585 1.699 -0.242 -0.050 -0.579
O -2.664 -0.323 -3.941 -0.206 -1.089 -0.166 -0.915
O 3.153 -3.869 -3.724 0.533 -1.947 -1.519 -0.523
O -1.193 4.179 0.390 1.505 -2.255 -0.380 -0.718
O 2.531 -2.127 -2.789 -3.108 3.059 0.836 -0.613
O -0.551 -3.736 0.306 1.098 5.546 -0.157 -0.698
N -2.354 5.643 1.495 -1.681 1.634 4.999 -0.806
N -2.284 5.848 -0.616 -1.057 1.901 -3.552 -0.817
N -1.265 -5.662 0.151 -4.792 -5.627 -2.453 -0.806
N 3.429 -2.887 -3.073 0.579 -0.518 1.157 0.726
N -3.930 -0.377 4.208 -1.872 -1.264 -0.633 -0.844
N -2.132 0.740 4.594 5.910 4.573 5.192 -0.799
N 3.517 -0.456 3.862 2.212 3.824 9.597 -0.788
N 0.373 -5.380 1.514 3.320 -1.159 3.784 -0.809
N 4.441 3.332 -1.548 2.203 -1.348 2.722 -0.809
N 3.877 -1.937 2.420 2.474 -3.667 -1.866 -0.800
N 3.457 4.734 -2.929 0.748 6.365 -3.278 -0.799
C -0.478 -4.846 0.714 0.114 1.333 -1.287 0.737
C -3.352 -1.289 -4.749 0.527 1.105 0.748 -0.070
C -1.902 5.154 0.421 1.566 -1.842 -2.603 0.749
C 3.324 -0.799 2.709 -4.261 -0.753 -8.901 0.737
C -3.628 -2.654 -4.190 0.541 -1.578 1.422 -0.627
C 3.415 3.655 -2.284 -1.904 -2.948 0.335 0.743
C -2.845 0.202 3.733 -2.950 -1.998 -1.786 0.746
H -1.481 1.390 4.179 0.315 -0.155 0.485 0.401
H 4.511 -0.545 4.020 -0.142 0.358 1.425 0.385
H -1.763 -5.371 -0.678 0.048 0.027 0.429 0.417
H -2.880 6.500 1.399 0.190 -0.293 1.363 0.388
H -2.865 -1.568 -5.683 0.680 0.596 -0.430 0.119
H -3.998 -2.737 -3.168 -0.483 0.625 0.150 0.183
H 4.106 5.479 -2.721 -0.078 -0.215 -0.370 0.381
H -1.424 -6.596 0.499 0.030 0.113 -0.382 0.366
H 5.151 3.984 -1.245 -0.204 -0.190 -0.197 0.389
H -2.709 -3.233 -4.097 0.556 0.188 -0.140 0.194
H -1.982 5.171 2.306 -0.619 0.796 0.415 0.417
H -4.294 -0.834 -5.056 -0.449 0.193 0.012 0.126
H 3.031 0.356 4.216 0.416 0.049 -0.142 0.404
H 3.971 -2.179 1.444 -0.052 0.013 -0.007 0.422
H -2.289 0.833 5.588 -0.263 -0.160 -0.405 0.390
H -2.075 5.596 -1.572 -0.032 -0.052 0.400 0.416
H -4.233 -3.336 -4.786 -0.414 0.466 -0.441 0.194
H 2.815 4.834 -3.703 0.081 0.185 0.390 0.416
H 1.045 -4.789 1.982 -0.198 -0.290 -0.011 0.407
H -4.400 -0.738 3.390 -1.013 -0.671 0.975 0.422
H -4.123 -0.458 5.196 -0.419 -0.284 -0.662 0.399
H 4.613 -2.279 3.022 -0.238 -0.272 -0.166 0.373
H 0.276 -6.352 1.773 0.378 0.402 0.021 0.388
H -2.930 6.604 -0.440 0.190 -0.184 -0.736 0.373
H 4.251 2.531 -0.963 0.414 0.098 0.046 0.410

---

Record 2
19
Properties=species:S:1:pos:R:3:forces:R:3:nbo_charge:R:1 method="wB97M-V/def2-TZVPD" largest_force_ev_per_a=5.66 e_tot_ev=-8924.704 gap_ev=9.8
N 0.216 -0.172 -2.145 1.173 -3.237 -1.655 -0.868
C -0.670 -0.480 1.442 -0.350 -1.714 2.070 -0.197
C 1.663 0.205 1.435 1.317 -4.084 3.684 -0.222
C -0.062 1.637 0.717 -1.110 -0.692 1.317 -0.206
C -0.993 -1.072 -2.226 -1.484 0.918 -1.062 -0.435
C -1.104 0.774 1.007 5.174 -2.236 0.237 -0.221
C 1.282 1.388 0.967 0.061 3.544 -3.904 -0.247
C 0.673 -0.730 1.872 -0.741 0.349 0.255 -0.212
H -1.417 -1.292 1.627 0.632 0.815 -0.042 0.210
H 1.064 -0.826 -2.368 -1.822 2.121 0.858 0.354
H -1.351 -1.085 -3.396 0.755 0.076 2.884 0.186
H -2.034 0.996 0.706 -3.378 0.602 -0.711 0.210
H 0.356 0.348 -1.291 -0.123 -0.577 0.292 0.374
H 1.922 2.146 0.378 -0.338 -1.287 1.719 0.227
H -1.858 -0.451 -1.613 1.971 -2.291 -1.443 0.199
H 0.918 -1.538 2.700 -0.482 1.357 -2.500 0.231
H 2.691 -0.124 1.785 -1.016 1.048 -0.986 0.223
H -0.461 2.522 0.377 0.215 2.370 -1.075 0.207
H -0.837 -2.245 -1.974 -0.454 2.919 0.062 0.187

---

Record 3
127
Properties=species:S:1:pos:R:3:forces:R:3:lowdin_spin:R:1 method="wB97M-V/def2-TZVPD" largest_force_ev_per_a=2.97 s2=2.0201 e_tot_ev=-261542.722 gap_ev="7.6 / 7.3" multiplicity=3
Br 5.060 -2.907 5.058 -0.004 -0.005 0.011 0.000
Br 0.285 -0.287 -2.785 0.252 0.016 -0.172 0.014
V -0.036 0.378 -0.261 1.046 -2.118 -1.647 1.849
P -0.241 -2.542 -0.218 -0.115 -1.246 -0.411 0.001
F 0.448 -4.279 -5.950 -0.003 -0.022 -0.083 0.000
F -0.463 -5.363 -1.521 0.016 -0.106 0.062 0.000
F -0.073 -6.111 -4.012 -0.035 -0.072 -0.046 0.000
F 0.575 -1.657 -5.302 0.043 -0.082 -0.097 0.000
O 3.013 1.203 2.117 -0.143 0.012 0.255 0.015
O 1.993 -1.147 0.385 0.326 0.228 -0.053 0.005
O -3.647 -0.604 1.355 0.133 0.174 0.176 0.019
O 3.584 -2.203 -0.776 0.059 0.169 -0.118 0.001
N -0.509 2.078 -0.933 -0.469 2.459 -1.395 -0.001
N -0.262 0.173 1.574 -0.208 -0.576 2.902 -0.007
N 1.495 1.497 0.404 0.291 0.258 -0.087 -0.021
N 6.156 -0.218 2.159 0.145 0.116 -0.009 0.000
N -2.098 0.269 -0.128 -0.108 0.074 0.126 -0.015
C 5.228 -0.397 1.230 -0.045 -0.096 0.003 0.000
C 1.899 -4.464 -0.088 -0.050 0.010 0.104 0.000
C 2.714 -5.330 0.631 0.024 -0.031 -0.024 0.000
C 0.190 -2.164 -3.031 -0.070 -0.271 0.076 0.000
C -2.511 -0.275 1.047 -0.508 0.018 -0.051 0.006
C 4.200 -1.335 1.327 0.013 0.076 -0.101 0.000
C 3.195 -1.570 0.201 -0.244 -0.207 -0.026 0.001
C 2.095 3.872 3.384 -0.070 -0.146 -0.023 0.000
C 3.346 2.148 -2.239 0.047 -0.203 0.015 0.000
C -0.687 4.467 -1.907 0.087 0.362 -0.195 0.011
C 2.998 4.412 -1.456 -0.070 0.175 -0.012 0.001
C 2.664 5.454 -0.623 -0.003 0.068 -0.075 -0.003
C 1.055 3.688 2.271 0.165 0.198 0.018 0.000
C -0.185 -4.407 -2.399 -0.033 0.237 -0.028 0.000
C -0.587 3.136 -1.365 -0.191 -0.278 0.194 0.058
C -3.107 -0.891 -2.742 -0.118 0.076 -0.101 0.000
C -0.079 -3.073 -2.006 0.034 0.151 0.063 0.000
C 0.951 -3.683 1.970 0.058 -0.015 -0.080 0.000
C -1.432 -0.950 3.288 0.051 0.013 -0.013 -0.003
C -1.707 -4.729 0.987 -0.071 -0.085 -0.019 0.000
C 4.152 -2.093 2.485 -0.148 0.066 -0.044 0.000
C 2.650 -5.375 2.012 -0.003 -0.069 0.016 0.000
C -4.168 -3.684 0.276 -0.086 -0.066 0.000 0.000
C -3.339 4.292 0.762 0.157 -0.095 0.046 0.000
C 0.880 -0.303 3.580 0.043 -0.056 0.046 -0.003
C 5.115 -1.890 3.456 0.011 -0.040 -0.004 0.000
C 0.275 -3.896 -4.694 -0.024 -0.017 0.139 0.000
C 1.715 3.864 0.913 0.027 -0.249 -0.121 -0.003
C -2.999 -3.022 -0.067 0.098 -0.023 0.000 0.000
C -3.129 0.920 -0.892 -0.458 0.041 -0.029 0.002
C 4.807 2.545 -2.528 -0.053 0.094 -0.182 0.000
C -2.645 -0.708 -4.192 -0.008 0.007 0.058 0.000
C -0.102 4.668 2.471 0.027 -0.188 0.029 0.000
C 6.114 -0.957 3.261 -0.078 -0.039 -0.006 0.000
C -1.750 -3.529 0.269 -0.060 0.222 0.047 0.000
C 3.375 0.644 -2.001 -0.060 0.134 0.113 0.001
C -4.622 1.049 -2.796 -0.012 0.028 -0.087 0.000
C -1.376 -0.404 2.023 -0.175 0.077 0.202 0.021
C 0.990 -3.655 0.575 0.062 0.327 0.127 0.000
C 0.002 -4.823 -3.707 0.001 0.063 -0.001 0.001
C 0.853 0.215 2.299 0.009 0.097 0.114 0.021
C -4.249 -1.921 -2.695 0.084 -0.010 -0.040 0.000
C 2.044 5.168 0.575 0.038 -0.040 0.017 0.001
C -2.872 -5.395 1.327 0.047 0.004 0.029 0.000
C -3.584 0.410 -2.122 0.159 -0.080 0.072 -0.002
C -5.251 2.159 -2.279 -0.022 -0.038 0.000 -0.002
C -4.810 2.664 -1.071 0.019 -0.010 -0.038 0.000
C -4.397 2.438 2.036 0.188 -0.084 -0.013 0.000
C -3.755 2.088 -0.375 0.201 -0.192 0.059 -0.001
C 1.938 0.988 1.597 0.464 0.308 0.017 0.005
C 2.024 2.778 0.032 0.226 0.386 0.030 0.003
C 2.750 3.066 -1.158 -0.182 -0.004 0.173 -0.003
C -0.279 -0.895 4.072 0.011 0.138 -0.104 0.020
C 0.353 -2.562 -4.349 0.056 0.282 0.145 0.000
C 1.772 -4.535 2.685 -0.153 -0.083 0.073 0.000
C -4.110 -4.877 0.972 -0.012 0.019 -0.039 0.000
C -3.374 2.766 0.936 -0.238 0.051 -0.043 0.000
H -4.967 0.632 -3.733 -0.020 0.002 -0.019 0.000
H -0.677 4.384 3.355 -0.047 0.037 -0.007 0.000
H 0.246 -3.051 2.495 0.004 0.029 0.053 0.000
H -4.964 -1.737 -3.497 0.000 0.043 -0.021 0.000
H 2.496 4.887 3.365 -0.055 0.038 0.009 0.000
H 5.309 0.270 0.385 -0.096 -0.050 -0.212 0.000
H 5.247 1.799 -3.192 0.027 0.014 -0.013 0.000
H -2.837 4.765 1.603 0.018 0.014 0.076 0.000
H -3.865 -2.937 -2.809 -0.027 -0.011 -0.024 0.000
H 3.325 0.101 -2.944 0.004 -0.002 -0.024 0.000
H 0.630 2.691 2.343 -0.033 -0.047 0.005 0.000
H -4.792 -1.858 -1.753 -0.010 -0.049 -0.035 0.000
H -4.347 4.704 0.730 0.005 0.018 -0.083 0.000
H -2.806 -6.330 1.869 -0.005 0.004 0.007 0.000
H 5.381 2.556 -1.600 -0.015 -0.036 0.016 0.000
H -5.314 3.525 -0.654 0.025 0.012 0.003 0.000
H -0.756 4.645 1.603 -0.126 0.082 -0.026 0.000
H 2.900 6.475 -0.893 -0.001 -0.001 -0.026 0.000
H -1.246 4.452 -2.842 -0.010 -0.066 0.022 0.002
H -1.195 5.121 -1.199 0.079 -0.051 0.005 0.002
H -0.293 -1.301 5.075 0.020 -0.025 0.003 0.001
H 3.372 -2.825 2.628 0.028 0.024 0.008 0.000
H -2.381 2.430 1.248 -0.012 -0.076 -0.033 0.000
H -0.769 -5.171 1.279 0.045 -0.034 -0.071 0.000
H 1.810 5.975 1.257 0.000 -0.032 0.029 0.000
H -2.355 -1.391 3.638 -0.019 -0.001 -0.037 0.000
H 1.726 -4.550 3.768 0.004 0.004 -0.006 0.000
H -2.824 4.571 -0.159 -0.087 0.068 0.089 0.000
H 0.321 4.846 -2.081 0.030 -0.014 0.031 0.002
H 0.250 5.689 2.621 -0.032 0.011 -0.017 0.000
H 6.896 -0.794 3.995 -0.046 -0.034 0.046 0.000
H 2.762 2.338 -3.150 -0.006 0.023 0.031 0.000
H 3.284 -6.056 2.565 0.021 0.021 0.003 0.000
H 1.997 -4.430 -1.162 0.027 0.050 -0.040 0.000
H 3.401 -5.974 0.097 0.037 0.031 0.005 0.000
H -1.924 0.103 -4.282 -0.095 -0.036 -0.101 0.000
H 3.489 4.656 -2.389 -0.019 -0.050 0.033 0.000
H 1.790 -0.234 4.160 0.016 -0.001 -0.020 0.000
H -2.263 -1.270 -2.162 -0.073 0.054 0.002 0.000
H -6.086 2.612 -2.796 0.020 0.025 -0.018 0.000
H -5.125 -3.255 0.008 0.010 0.016 0.011 0.000
H 4.919 3.517 -3.005 0.051 -0.044 0.001 0.000
H 1.635 3.700 4.359 0.021 0.037 0.028 0.000
H -3.487 -0.484 -4.847 -0.021 0.003 -0.011 0.000
H -4.501 1.368 2.175 -0.004 -0.110 0.037 0.000
H -5.017 -5.404 1.237 -0.010 0.021 0.014 0.000
H 2.583 0.310 -1.358 -0.102 -0.193 0.082 0.001
H -4.098 2.887 2.987 -0.025 0.049 -0.025 0.000
H -2.184 -1.628 -4.560 -0.041 0.017 -0.030 0.000
H -3.068 -2.082 -0.585 0.006 -0.042 0.069 0.000
H -5.375 2.834 1.755 -0.001 0.043 0.025 0.000
H 2.923 3.179 3.260 0.027 -0.017 0.034 0.000
H 4.312 0.355 -1.539 0.126 -0.063 0.180 0.000

---

Record 4
83
Properties=species:S:1:pos:R:3:forces:R:3:lowdin_spin:R:1 method="wB97M-V/def2-TZVPD" largest_force_ev_per_a=1.12 charge=-1 s2=2.0058 e_tot_ev=-107021.813 gap_ev="5.5 / 6.8" multiplicity=3
Ti 0.909 0.353 -0.579 -0.030 -0.589 0.947 1.707
S 0.854 3.995 -0.067 0.039 -0.305 -0.159 0.001
P 0.975 -2.587 -0.236 0.040 0.057 -0.016 0.009
F -0.271 -0.118 4.482 -0.024 -0.003 0.020 0.001
F 1.467 0.700 6.248 0.022 0.014 0.005 0.000
F 4.528 1.854 2.859 0.019 0.002 0.019 0.000
F 2.781 1.064 1.012 -0.040 -0.027 0.007 0.014
O 1.275 3.664 1.266 0.043 0.062 0.071 0.001
O 1.608 4.939 -0.844 0.024 0.092 0.038 0.000
O 4.647 -1.538 -0.534 0.030 -0.071 -0.095 0.003
O 2.687 -0.639 -1.165 0.122 0.053 -0.113 0.034
N -4.725 5.994 0.462 -0.035 0.005 0.002 0.000
N 0.724 1.176 -2.568 -0.067 0.012 -0.443 0.026
N 0.703 2.584 -0.843 0.067 -0.078 -0.245 0.015
N 0.187 3.457 -3.016 -0.045 -0.045 -0.140 -0.001
N -1.464 0.117 -0.605 -0.104 0.023 -0.007 0.008
N 0.355 0.088 1.578 0.009 0.079 -0.010 0.014
C 2.439 0.961 2.316 -0.006 0.012 0.004 0.003
C 1.051 -3.343 -2.904 -0.011 0.057 0.000 0.002
C 0.898 0.390 4.002 -0.009 0.017 0.026 0.003
C 2.190 -5.833 -2.486 -0.018 0.027 -0.041 0.000
C -2.677 5.794 -0.822 -0.012 0.011 -0.004 0.000
C -0.788 4.632 0.090 -0.081 0.049 0.033 0.000
C 0.140 -3.670 0.988 0.054 0.098 0.003 0.000
C -1.771 -0.644 0.620 -0.007 -0.007 -0.035 0.004
C -1.369 -5.473 1.556 -0.009 0.024 0.052 0.000
C 1.148 0.455 2.612 0.020 -0.015 -0.212 0.005
C 0.612 0.888 -3.856 0.045 -0.033 0.010 0.038
C -0.591 -3.988 3.275 0.025 -0.001 -0.073 0.000
C 1.817 0.809 4.946 -0.041 -0.022 -0.013 0.000
C 0.292 1.853 -4.799 0.025 0.036 0.180 0.001
C 1.333 -3.754 -1.606 -0.005 0.044 0.043 -0.001
C -1.974 -0.619 -1.762 0.021 0.004 -0.007 0.008
C -1.489 4.415 1.269 -0.009 -0.014 -0.041 0.000
C 1.332 -4.163 -3.988 0.014 -0.026 0.010 0.000
C 0.146 -3.287 2.332 -0.030 -0.038 0.006 0.000
C -1.349 -5.086 2.889 -0.027 -0.028 0.011 0.000
C -0.636 -4.766 0.613 0.015 -0.022 -0.039 0.000
C -1.057 -0.127 1.857 0.018 0.044 -0.052 0.001
C 3.056 1.308 4.618 0.005 -0.011 -0.048 0.004
C 3.343 1.368 3.261 -0.053 -0.004 0.001 0.000
C 0.536 2.473 -2.181 0.081 0.251 0.126 0.032
C 1.909 -5.008 -1.410 0.027 0.001 0.034 0.000
C 0.080 3.130 -4.301 -0.011 0.090 0.000 0.039
C -2.143 1.416 -0.546 0.043 0.013 -0.007 0.003
C -3.396 5.568 0.352 -0.004 0.012 0.003 0.000
C 2.647 -2.362 0.474 0.045 -0.007 -0.040 0.005
C -2.788 4.877 1.399 0.019 -0.011 0.011 0.000
C -1.379 5.333 -0.952 0.010 -0.029 0.022 0.000
C 1.900 -5.410 -3.779 0.007 -0.021 -0.008 0.000
C 3.434 -1.447 -0.487 -0.223 0.189 -0.006 0.004
H 2.139 -5.340 -0.404 0.003 0.000 -0.005 0.000
H -1.942 1.991 -1.450 0.004 -0.003 0.017 0.000
H -3.337 4.703 2.317 0.004 -0.001 0.006 0.000
H -0.814 5.499 -1.858 0.008 0.003 -0.013 0.000
H -3.146 6.336 -1.636 0.006 0.004 -0.008 0.000
H -0.577 -3.668 4.309 0.003 0.001 0.009 0.000
H 2.642 -6.803 -2.321 0.003 -0.007 0.001 0.000
H -1.782 1.986 0.305 -0.005 0.011 -0.004 0.000
H 1.117 -3.827 -4.995 -0.005 0.004 -0.003 0.000
H -1.478 -1.677 0.440 -0.005 0.021 0.018 0.000
H 3.762 1.630 5.367 0.004 0.004 0.003 0.000
H 0.791 -0.144 -4.140 0.012 0.008 0.059 0.003
H -0.194 3.938 -4.974 -0.004 0.012 0.024 0.003
H -1.535 0.802 2.205 -0.012 -0.003 0.002 0.000
H 0.626 -2.356 -3.056 0.003 -0.022 -0.005 0.003
H -1.925 -5.634 3.624 0.001 -0.008 -0.003 0.000
H -3.060 -0.774 -1.680 0.002 -0.012 0.000 0.001
H -1.246 -0.869 2.639 -0.010 -0.004 -0.013 0.000
H 2.547 -1.833 1.425 -0.006 0.000 0.021 0.001
H -0.659 -5.078 -0.425 -0.022 0.010 0.031 0.000
H -1.958 -6.327 1.246 -0.007 -0.001 0.003 0.000
H -4.958 6.781 -0.122 0.004 0.001 -0.004 0.000
H -1.482 -1.590 -1.828 0.011 0.007 0.003 0.002
H -2.859 -0.635 0.792 0.000 -0.013 0.011 0.000
H 2.125 -6.052 -4.621 0.000 0.000 0.002 0.000
H -1.772 -0.055 -2.673 0.003 -0.017 0.003 0.001
H 3.188 -3.293 0.641 -0.017 0.001 0.026 0.000
H -5.039 6.131 1.410 0.002 -0.001 0.003 0.000
H -1.002 3.885 2.078 0.000 0.001 0.004 0.000
H -3.230 1.277 -0.450 0.003 -0.007 -0.002 0.000
H 0.213 1.620 -5.849 -0.009 0.018 -0.018 -0.001
H 0.712 -2.416 2.641 0.035 0.024 -0.003 0.000

---

Record 5
19
Properties=species:S:1:pos:R:3:forces:R:3:nbo_charge:R:1 method="wB97M-V/def2-TZVPD" largest_force_ev_per_a=5.89 e_tot_ev=-13890.877 gap_ev=10.7
O 1.313 0.038 -1.607 0.998 1.510 -0.991 -0.408
O 2.442 -1.855 -1.467 0.516 -1.998 0.657 -0.379
N 2.288 -0.933 -2.190 -0.871 0.438 0.964 0.582
N -0.411 -1.384 -1.111 0.516 1.690 0.409 -0.387
N 2.833 -0.563 -3.230 -0.897 0.903 -0.768 -0.441
C 0.306 -0.398 -0.762 1.219 -1.699 -2.235 0.527
C -1.257 -1.614 0.030 0.121 0.591 0.541 -0.251
C 0.066 0.329 0.507 0.281 -0.325 0.707 -0.315
C -1.136 -0.416 1.047 1.391 -2.382 0.211 -0.407
C 1.200 0.425 1.517 3.516 -1.003 -4.621 -0.588
H 1.826 1.356 1.344 -0.488 -1.267 -0.040 0.218
H -2.218 -1.911 -0.253 -1.820 0.211 -0.567 0.199
H 3.422 -1.300 -3.647 -0.242 0.172 0.970 0.370
H 1.853 -0.536 1.255 -0.943 2.026 1.409 0.218
H -0.202 1.292 0.236 -0.664 2.132 -0.514 0.220
H 0.862 0.509 2.468 -1.024 -0.303 2.955 0.208
H -0.847 -0.776 2.090 -1.133 0.474 -1.262 0.216
H -1.987 0.197 0.967 -1.214 0.554 0.537 0.219
H -0.866 -2.521 0.349 0.738 -1.723 1.637 0.200